*a*
Entry from the Open Molecules 2025 dataset: an isolated molecule of C5H11NOS (the ωB97M-V functional and the def2-TZVPD basis).

Positions of all 19 atoms, in Å:
O (2.00260, -1.52962, 0.51925)
C (1.49384, -0.67612, -0.49994)
C (0.08316, -0.14875, -0.14170)
C (-0.96200, -1.32770, -0.18543)
S (-2.64475, -0.88042, 0.27864)
C (0.11905, 0.70764, 1.13133)
C (-0.19733, 1.93820, 0.26182)
N (-0.31169, 1.06016, -0.93774)
H (2.88644, -1.75163, 0.26663)
H (1.34121, -1.23287, -1.41932)
H (2.13284, 0.17937, -0.62810)
H (-0.67604, -2.16692, 0.45633)
H (-1.00536, -1.55327, -1.26959)
H (-2.95560, -0.09956, -0.76583)
H (1.06798, 0.72701, 1.76051)
H (-0.64696, 0.50332, 1.82853)
H (0.65723, 2.65364, 0.15164)
H (-1.10397, 2.52504, 0.50959)
H (-1.28064, 1.07249, -1.31663)

For the LUMO energy, the calculation gives 0.0302 hartree. As for the SMILES: OC[C@@]1(CS)CCN1.

=====

*b*
Entry from the Open Molecules 2025 dataset: a structure of composition C5H11NOS (the ωB97M-V functional and the def2-TZVPD basis).

Positions of all 19 atoms, in Å:
C (0.50755, -1.20377, 1.10208)
C (0.28422, -2.07346, -0.10158)
S (-0.01798, -1.12950, -1.78305)
C (-0.03364, 0.12005, 1.18657)
N (0.43779, 1.26341, 0.35943)
C (-0.60490, 1.83769, -0.43955)
C (1.78187, 0.96154, -0.32490)
O (-0.99670, 0.31313, 1.98053)
H (0.78724, -1.61763, 2.01994)
H (-2.53382, -0.98903, 0.40317)
H (1.00429, -2.86882, -0.46107)
H (-0.71261, -2.47875, -0.00565)
H (-3.13629, -1.08624, -0.13439)
H (-1.18532, 1.06226, -1.04071)
H (-0.23236, 2.54664, -1.11398)
H (-1.34747, 2.26215, 0.24371)
H (1.51088, 1.41860, -1.31456)
H (2.65414, 1.69051, -0.02900)
H (1.83310, -0.02877, -0.54699)

For the LUMO energy, the calculation gives -0.1107 hartree.

=====

*c*
Entry from the Open Molecules 2025 dataset: an isolated molecule of C5H11NOS (the ωB97M-V functional and the def2-TZVPD basis).

Positions of all 19 atoms, in Å:
C (-1.50864, -2.93591, -0.45326)
O (-0.55162, -2.15042, 0.04727)
C (-0.80355, -0.85785, -0.15554)
C (0.08933, 0.07336, 0.22523)
C (1.35779, -0.25430, 0.81929)
N (2.25013, 0.09375, -0.45671)
S (-0.20422, 1.59359, -0.46295)
C (-0.31934, 2.74755, 0.99106)
H (-2.62201, -2.61076, -0.32705)
H (-1.47529, -2.95406, -1.60695)
H (-1.20535, -4.03324, -0.04324)
H (-1.70889, -0.78649, -0.94855)
H (1.43721, -1.31047, 0.89577)
H (1.55109, 0.38566, 1.68288)
H (2.39517, 1.25124, -0.39505)
H (1.71662, -0.27073, -1.34848)
H (-0.73523, 3.66341, 0.58698)
H (0.69777, 2.87689, 1.49247)
H (-1.01502, 2.20108, 1.67660)

For the LUMO energy, the calculation gives 0.0292 hartree. As for the SMILES: CO/C=C(\CN)SC.

=====

*d*
Entry from the Open Molecules 2025 dataset: an isolated molecule of C5H11NOS (the ωB97M-V functional and the def2-TZVPD basis).

Positions of all 19 atoms, in Å:
C (-0.55320, -1.99495, -0.19383)
C (-0.75294, -0.48011, -0.32407)
S (-2.53399, 0.01885, -0.44049)
C (0.25793, 0.18127, -1.24174)
C (1.21207, 0.47953, -0.07129)
N (1.95093, 1.77460, -0.05157)
C (-0.00386, 0.25071, 0.87920)
O (-0.62010, 1.36891, 1.42554)
H (-0.67130, -2.54908, -1.10606)
H (-1.35916, -2.35009, 0.41970)
H (0.41083, -2.31849, 0.24866)
H (-2.93822, -0.40796, 0.78741)
H (0.71538, -0.45139, -2.04182)
H (0.01170, 1.13100, -1.69871)
H (1.95835, -0.36874, 0.08336)
H (1.31312, 2.58195, 0.04560)
H (2.55282, 1.78713, 0.79398)
H (0.26191, -0.43845, 1.69522)
H (-1.21227, 1.78532, 0.79091)

For the LUMO energy, the calculation gives 0.0254 hartree. As for the SMILES: C[C@]1(S)C[C@@H](N)[C@H]1O.

=====

Winner for stability: *d*

=====

*a*
Entry from the Open Molecules 2025 dataset: a structure of composition C5H11NOS (the ωB97M-V functional and the def2-TZVPD basis).

Positions of all 19 atoms, in Å:
O (2.43231, -0.74061, -1.19826)
C (1.76220, -0.23488, -0.28623)
N (1.12953, -0.99888, 0.59709)
C (0.29344, -0.39358, 1.67682)
C (-1.07010, -0.11328, 1.06926)
C (-1.57454, -1.19974, 0.29771)
S (-1.51438, 1.43604, -1.82332)
C (1.43650, 1.29771, -0.42422)
H (-0.93298, 0.18654, -2.09676)
H (0.25266, -1.10569, 2.50437)
H (0.63615, 0.56190, 2.08761)
H (-1.72383, 0.58748, 1.56498)
H (-0.82963, -0.35032, -0.17509)
H (-1.08754, -2.16062, 0.44891)
H (-2.52941, -1.16451, -0.20695)
H (-0.82912, -0.50961, -2.56961)
H (2.13748, 1.94692, 0.10304)
H (1.57177, 1.41078, -1.49419)
H (0.43949, 1.54437, -0.07514)

For the LUMO energy, the calculation gives -0.1241 hartree.

=====

*b*
Entry from the Open Molecules 2025 dataset: a cluster of 2 separate species, C5H11NOS in total (the ωB97M-V functional and the def2-TZVPD basis).

Positions of all 19 atoms, in Å:
O (1.53863, -0.63363, 1.44617)
C (0.83011, -0.35815, 0.47665)
N (-0.51190, -0.16424, 0.63490)
C (-1.48106, -0.22752, -0.39852)
C (-2.93893, -0.34791, 0.14286)
S (-2.99817, 0.98391, 1.35327)
C (1.29920, -0.34232, -0.86639)
C (2.72569, -0.54385, -1.14802)
H (-0.82846, 0.37647, 1.44802)
H (-1.55245, 0.71740, -0.94954)
H (-1.23517, -0.99089, -1.13474)
H (-3.59845, -0.14244, -0.67987)
H (-3.10520, -1.28198, 0.66606)
H (1.12569, 2.48124, 2.43780)
H (0.77262, 2.14336, 1.88399)
H (0.71301, 0.10432, -1.66821)
H (2.83976, -1.00867, -2.13193)
H (3.14960, -1.17586, -0.37501)
H (3.25548, 0.41075, -1.13749)

For the LUMO energy, the calculation gives -0.1371 hartree.

=====

*c*
Entry from the Open Molecules 2025 dataset: an isolated molecule of C5H11NOS (the ωB97M-V functional and the def2-TZVPD basis).

Positions of all 19 atoms, in Å:
C (-2.36129, -0.45344, -0.26188)
S (-0.83323, -0.23091, 0.43879)
O (-1.04001, -0.16950, 1.86477)
N (-0.44810, 1.34149, -0.03359)
C (-1.06036, 1.93804, -1.25482)
C (0.94577, -1.27240, 0.23634)
C (2.29144, -0.69404, 0.02826)
C (1.91179, -1.19382, 1.37600)
H (-2.83661, -1.46260, -0.17326)
H (-2.14724, -0.24662, -1.38016)
H (-0.70070, 2.01839, 0.66973)
H (-2.05209, 1.65937, -1.28505)
H (-0.89968, 2.93947, -1.23477)
H (-0.73038, 1.50645, -2.26255)
H (0.64629, -2.17107, -0.20759)
H (2.31014, 0.33505, -0.05275)
H (2.87187, -1.34738, -0.46441)
H (2.37522, -2.03320, 1.90134)
H (1.75719, -0.46328, 2.09560)

For the LUMO energy, the calculation gives 0.0284 hartree. As for the SMILES: C=[S@](=O)(NC)C1CC1.

=====

Winner for stability: *b*

=====

*a*
Entry from the Open Molecules 2025 dataset: the ion C2H5N2O2 with charge +1 (the ωB97M-V functional and the def2-TZVPD basis).

Positions of all 11 atoms, in Å:
C (-0.58606, -0.26526, 0.54289)
C (-0.85574, 0.53762, -0.85379)
N (1.53839, -1.10242, 1.30719)
N (0.71759, -0.54656, 0.68048)
O (0.14822, 1.45671, -0.98352)
O (1.31316, 0.91057, -1.15949)
H (-0.94868, 0.38434, 1.35118)
H (-1.20507, -1.17035, 0.50964)
H (-0.86055, -0.22109, -1.64541)
H (-1.79548, 1.08656, -0.79060)
H (2.53422, -1.07013, 1.04143)

For the LUMO energy (alpha / beta), the calculation gives -0.2706 / -0.2337 hartree. As for the charge: +1.

=====

*b*
Entry from the Open Molecules 2025 dataset: the ion C2H5N2O2 with charge +1 (the ωB97M-V functional and the def2-TZVPD basis).

Positions of all 11 atoms, in Å:
C (-1.71974, -0.08750, -0.36926)
C (-0.37666, 0.45379, 0.14264)
N (0.93172, 0.11117, 0.16079)
O (1.71406, 0.75040, 1.03006)
N (1.27457, -1.04279, -0.61133)
O (2.36814, -1.45280, -0.49383)
H (-1.78316, -0.94874, -1.02409)
H (-2.56831, -0.31941, 0.37337)
H (-1.95617, 0.75274, -1.01275)
H (-0.55891, 1.35003, 0.80013)
H (2.67445, 0.43311, 1.00428)

For the LUMO energy, the calculation gives -0.2507 hartree. As for the SMILES: C/C=[N+](/O)N=O. As for the charge: +1.

=====

Winner for stability: *b*

=====

*a*
Entry from the Open Molecules 2025 dataset: an isolated molecule of C4H7NO (the ωB97M-V functional and the def2-TZVPD basis).

Positions of all 13 atoms, in Å:
O (-0.33443, -1.18404, 1.37004)
C (0.34287, -0.68450, 0.26749)
C (-0.55420, -0.85501, -1.04900)
C (-0.16224, 0.30896, -1.86631)
N (0.17092, 1.39991, 1.42472)
C (0.72978, 0.76436, 0.48205)
H (-0.62943, -0.40368, 1.87603)
H (1.25649, -1.26664, 0.10151)
H (-1.58818, -0.92409, -0.68986)
H (-0.25267, -1.80451, -1.50236)
H (-0.92362, 1.09664, -1.66521)
H (0.48144, 2.36959, 1.46877)
H (1.46329, 1.18301, -0.21788)

For the LUMO energy, the calculation gives -0.0187 hartree.

=====

*b*
Entry from the Open Molecules 2025 dataset: a structure of composition C4H7NO (the ωB97M-V functional and the def2-TZVPD basis).

Positions of all 13 atoms, in Å:
C (-1.76452, -1.00349, 0.43143)
C (-0.50875, -0.47050, -0.22184)
O (-0.17640, 0.74584, 0.42478)
C (1.09119, 1.19695, 0.19941)
C (1.94336, 0.63238, -0.61870)
N (2.65679, 0.30039, -1.57763)
H (-2.55761, -0.25073, 0.40074)
H (-2.11023, -1.89944, -0.09190)
H (-1.56955, -1.25990, 1.47704)
H (-0.66074, -0.28858, -1.29689)
H (0.31985, -1.18979, -0.12215)
H (1.30732, 2.16844, 0.61945)
H (2.07324, 1.15371, -1.95698)

For the LUMO energy, the calculation gives 0.0287 hartree.

=====

Winner for stability: *b*

=====

*a*
Entry from the Open Molecules 2025 dataset: a cluster of 2 separate species, C4H7NO in total (the ωB97M-V functional and the def2-TZVPD basis).

Positions of all 13 atoms, in Å:
H (0.62382, -2.16187, 0.81703)
N (0.18994, -1.57658, 0.10148)
C (-0.86985, -1.03529, 0.54837)
C (-1.70281, -0.12537, -0.30043)
H (-1.23363, -1.20340, 1.57196)
H (-2.67789, -0.58632, -0.49904)
H (-1.19773, 0.06458, -1.25119)
H (-1.88523, 0.82411, 0.21480)
C (2.10345, 0.87290, -0.55078)
C (1.27705, 1.58129, 0.17984)
O (0.52263, 2.19783, 0.82882)
H (1.77984, -0.12371, -0.83589)
H (3.07042, 1.27183, -0.82496)

For the LUMO energy, the calculation gives 0.0356 hartree. As for the SMILES: [H]/N=C/C.C=C=O.

=====

*b*
Entry from the Open Molecules 2025 dataset: a cluster of 4 separate species, C4H7NO in total (the ωB97M-V functional and the def2-TZVPD basis).

Positions of all 13 atoms, in Å:
C (0.13269, -1.99640, -0.24067)
C (-0.49595, -0.59338, -0.37904)
C (1.45122, 0.98789, 0.63687)
C (0.20260, 1.80765, 0.34085)
H (-1.32904, -3.16362, -0.85459)
H (1.55874, -1.86160, -1.16816)
H (0.27045, -2.02051, 1.69676)
H (1.66910, 0.93652, 1.67587)
H (2.21458, 0.79724, -0.12388)
H (-0.39846, 2.21015, 1.15164)
H (-0.03930, 2.27139, -0.62113)
N (0.20136, 0.39105, 0.26755)
O (-1.63737, -0.39268, -0.72217)

For the LUMO energy, the calculation gives -0.0595 hartree.

=====

*c*
Entry from the Open Molecules 2025 dataset: a cluster of 2 separate species, C4H7NO in total (the ωB97M-V functional and the def2-TZVPD basis).

Positions of all 13 atoms, in Å:
C (1.47424, -0.44437, 0.04023)
C (0.24904, 0.37394, -0.26265)
C (-0.06741, 1.48641, 0.40954)
N (-0.48520, -0.09169, -1.36277)
C (-1.60588, -1.56405, 1.06963)
O (-2.57114, -0.99742, 1.26331)
H (1.23551, -1.51492, 0.05442)
H (2.23878, -0.28615, -0.72802)
H (1.89024, -0.17867, 1.01471)
H (-0.95895, 2.06170, 0.17087)
H (0.58406, 1.87341, 1.18510)
H (-1.37395, 0.37903, -1.48152)
H (-0.60936, -1.09724, -1.37286)

For the LUMO energy, the calculation gives 0.0377 hartree.

=====

*d*
Entry from the Open Molecules 2025 dataset: a cluster of 2 separate species, C4H7NO in total (the ωB97M-V functional and the def2-TZVPD basis).

Positions of all 13 atoms, in Å:
C (-0.96176, -0.28567, -1.96591)
O (0.43899, -0.00142, -1.77618)
C (1.05491, -0.70372, -0.87645)
C (0.65972, 0.38306, 2.13473)
C (-0.68543, 0.39895, 1.56443)
N (-1.75019, 0.42449, 1.11324)
H (-1.34415, -0.83583, -1.10626)
H (-1.04908, -0.86568, -2.88660)
H (-1.47023, 0.67336, -2.07259)
H (2.09969, -0.30231, -0.95470)
H (1.38666, 0.19955, 1.34088)
H (0.87395, 1.33855, 2.61914)
H (0.74694, -0.42334, 2.86628)

For the LUMO energy, the calculation gives 0.0250 hartree.

=====

Winner for stability: *c*